[1]
The following is a quantum chemistry calculation of C18H27N3O2S in the gas phase at a distorted geometry, from the OMol25 dataset.

Results
DFT total energy ... -38504.0794 eV
Frontier orbital gap ... 8.3 eV
E_HOMO ... -7.924 eV

Each line ends with the Löwdin charge.
Atoms and positions in Å:
C  3.188  2.894  1.568  0.00
C  2.218  1.820  1.891  -0.25
C  0.864  1.689  1.731  -0.22
N  0.490  0.470  2.229  0.17
C  1.585  -0.090  2.658  -0.37
C  1.694  -1.393  3.231  -0.45
C  2.810  -2.012  3.730  -0.11
C  2.539  -3.308  4.204  -0.18
C  1.232  -3.655  4.057  -0.40
S  0.296  -2.407  3.338  1.06
H  0.758  -4.576  4.331  0.06
H  3.283  -3.953  4.634  0.10
H  3.778  -1.544  3.752  0.12
O  2.677  0.686  2.491  0.13
C  -0.113  2.593  1.048  -0.12
N  -0.565  2.104  -0.247  -0.14
C  0.511  1.845  -1.195  -0.15
C  0.821  0.359  -1.343  -0.16
N  -0.332  -0.329  -1.889  -0.11
C  -1.611  0.190  -1.416  -0.29
C  -1.464  0.962  -0.105  -0.14
H  -1.113  0.272  0.674  0.10
H  -2.441  1.349  0.205  0.13
C  -2.278  1.053  -2.507  -0.13
H  -2.013  2.102  -2.357  0.11
H  -1.904  0.740  -3.482  0.12
C  -3.801  0.923  -2.491  -0.28
O  -4.424  1.731  -3.463  -0.07
H  -4.137  2.641  -3.330  0.08
H  -4.100  -0.100  -2.733  0.12
H  -4.186  1.169  -1.490  0.12
H  -2.278  -0.654  -1.218  0.13
C  -0.180  -1.775  -1.915  -0.41
C  -0.380  -2.476  -0.562  -0.05
H  0.233  -2.014  0.208  0.05
H  -0.096  -3.522  -0.643  0.08
H  -1.419  -2.428  -0.244  0.08
H  0.856  -1.949  -2.234  0.14
C  -1.099  -2.380  -2.977  -0.05
H  -0.870  -3.435  -3.108  0.08
H  -2.144  -2.289  -2.693  0.07
H  -0.954  -1.869  -3.925  0.08
H  1.658  0.226  -2.039  0.13
H  1.134  -0.043  -0.365  0.11
H  1.410  2.380  -0.881  0.12
H  0.212  2.233  -2.175  0.12
H  0.343  3.575  0.899  0.12
H  -0.999  2.708  1.678  0.13
H  3.901  2.550  0.819  0.09
H  3.747  3.175  2.460  0.09
H  2.663  3.765  1.187  0.08

***

[2]
The following is a quantum chemistry calculation of a molecular structure, C3H6FIOS at a distorted geometry, from the OMol25 dataset.

Results
DFT total energy ... -26907.6407 eV
Frontier orbital gap ... 9.4 eV
E_HOMO ... -9.160 eV

Each line ends with the Löwdin charge.
Atoms and positions in Å:
C  0.141  2.069  0.423  -0.02
C  1.044  -1.979  -0.240  -0.34
C  -0.964  -0.190  -0.122  -1.22
O  -0.082  0.643  0.581  -0.24
F  -0.625  -0.058  -1.418  -0.06
S  -0.728  -2.002  0.288  0.79
I  -3.092  0.188  0.174  0.81
H  0.528  2.493  1.298  0.07
H  -0.897  2.494  0.399  0.09
H  0.727  2.235  -0.375  0.05
H  1.614  -2.282  0.632  0.03
H  1.313  -0.969  -0.603  0.05
H  1.020  -2.643  -1.036  0.00